w | Entry from the OMol25 dataset: a 2-piece molecular cluster, C5H14N2O overall (the ωB97M-V functional and the def2-TZVPD basis).

Each line ends with the Löwdin charge.
Atoms and positions in Å:
H: -1.32852 -0.12702 1.64174  0.06
H: 1.87782 -1.69825 2.35819  0.07
H: -0.61551 -2.17954 0.64254  0.11
H: 0.69799 -2.98527 2.62628  0.07
H: 1.61061 2.11898 -2.08516  0.08
C: 0.09548 -1.52941 1.16175  -0.36
C: 0.01027 0.84227 -1.38347  -0.44
H: 0.17116 2.12108 -3.11722  0.08
C: 0.52353 2.10375 -2.08913  -0.06
C: 1.15901 -2.35289 1.87178  -0.09
H: -1.86430 -0.11608 -0.89078  0.07
H: -1.85708 1.64047 -0.67252  0.08
H: 0.61234 -0.89807 0.37766  0.07
H: -0.00637 -0.12125 2.62844  0.08
O: 0.05789 1.29743 0.87494  -0.07
N: 0.69568 0.84024 -0.08041  -0.06
H: 1.68627 -2.98068 1.15872  0.07
C: -1.51209 0.82613 -1.30764  -0.06
H: 0.15962 2.99014 -1.57353  0.08
N: -0.62253 -0.70596 2.07801  0.00
H: -1.93791 0.94937 -2.29967  0.08
H: 0.38664 -0.03543 -1.92053  0.14

Its spin multiplicity is 1. The SMILES is CC(C)N=O.CCN. Its total charge is 0. Its HOMO energy is -8.7 eV. The LUMO energy is 0.24 eV.

***

x | Entry from the OMol25 dataset: a single C5H14N2O molecule (the ωB97M-V functional and the def2-TZVPD basis).

Each line ends with the Löwdin charge.
Atoms and positions in Å:
H: 0.19419 1.36232 0.17015  0.10
O: 3.53783 -0.09624 0.42683  -0.09
C: 2.70634 -0.71193 1.39658  -0.25
H: 1.32859 0.65038 -0.80291  0.10
H: -1.03523 -0.78459 0.34375  0.08
H: 0.54340 -0.84906 1.76326  0.10
H: -3.10124 -0.35389 -2.14025  0.10
C: -0.44103 -0.46813 -0.49995  -0.25
C: 0.74048 0.40775 0.08281  -0.20
H: -2.72565 1.09675 0.37198  0.07
H: -2.84875 1.40119 -1.78159  0.10
H: 2.67511 -1.76040 1.08543  0.11
H: 3.16986 -0.47558 2.35758  0.11
C: -2.61013 0.37429 -1.49917  -0.29
H: -0.62205 0.15419 -2.39656  0.10
N: -3.14401 0.34561 -0.16389  -0.01
H: 3.08870 0.55067 -0.10731  0.05
H: 1.34524 0.79695 2.02417  0.11
C: 1.27491 -0.11554 1.43404  -0.16
H: -2.99035 -0.47656 0.39754  0.05
N: -1.11554 0.31809 -1.53846  -0.07
H: 0.02932 -1.36624 -0.92406  0.11

Its spin multiplicity is 1. The SMILES is NCNCCCCO. Its total charge is 0. Its HOMO energy is -8.7 eV. The LUMO energy is 0.93 eV.

***

y | Entry from the OMol25 dataset: a single C5H14N2O molecule (the ωB97M-V functional and the def2-TZVPD basis).

Each line ends with the Löwdin charge.
Atoms and positions in Å:
H: -2.20614 0.01866 -2.06420  0.09
H: 0.93922 1.62602 -0.78543  0.08
H: -2.53174 1.13716 -0.72596  0.08
C: 2.41518 -0.50111 0.20163  -0.10
H: 1.21862 -1.14909 1.80773  0.11
N: -0.04750 1.62937 -1.04016  0.09
C: -2.00432 0.21731 -1.00350  -0.01
H: 0.73965 -1.88601 0.29385  0.12
N: 0.01426 0.10241 0.60977  -0.15
H: -2.47454 -0.60989 -0.46187  0.07
H: -0.45957 2.22099 -0.32035  0.09
H: -1.76047 0.69455 1.61286  0.09
H: -0.57376 -0.08031 2.62939  0.09
C: -1.01534 -0.10808 1.62581  -0.10
H: 2.43421 -0.43493 -0.88923  0.06
H: 2.70768 0.47222 0.60949  0.07
H: 3.18016 -1.22725 0.49704  0.07
H: 0.25668 0.10894 -2.42483  0.11
O: 0.12631 -0.51892 -1.69154  -0.02
H: -1.52113 -1.07365 1.51336  0.08
C: 1.05428 -0.93532 0.74290  -0.24
C: -0.49176 0.29693 -0.73675  -0.69

Its spin multiplicity is 1. The SMILES is CCN(C)[C@@](C)(N)O. Its total charge is 0. Its HOMO energy is -8.4 eV. The LUMO energy is 1.02 eV.

***

z | Entry from the OMol25 dataset: a single C5H14N2O molecule (the ωB97M-V functional and the def2-TZVPD basis).

Each line ends with the Löwdin charge.
Atoms and positions in Å:
H: -0.46129 0.03307 -1.06168  0.09
H: -0.64209 -2.10863 -0.62540  0.13
C: -0.55973 -1.61168 0.39327  -0.20
H: -0.05625 1.84784 0.93215  0.10
C: 0.34974 0.84505 0.72670  -0.28
H: 2.18433 3.39673 -1.36065  0.10
C: -0.66666 -0.10743 0.03733  -0.19
O: -2.93351 -1.77924 0.67274  -0.11
H: 2.39486 1.27856 0.59583  0.09
N: 1.64535 0.85331 0.05768  -0.08
H: -1.70865 -3.21488 1.21988  0.11
H: 0.53503 0.53914 1.76195  0.10
H: -1.83073 0.05979 0.23102  0.14
H: -3.49118 -2.53806 0.50278  0.08
H: 0.40314 1.65953 -1.44499  0.11
H: 1.58050 0.52152 -1.88929  0.10
N: 2.51094 2.44111 -1.66490  0.00
H: 2.52161 2.49305 -2.67006  0.06
C: 1.51186 1.45883 -1.33615  -0.33
H: -1.80711 -1.83324 2.32337  0.12
H: 0.44729 -1.86061 0.83708  0.12
C: -1.68190 -2.11750 1.27459  -0.27

Its spin multiplicity is 1. The SMILES is NCNCCCCO. Its total charge is 0. Its HOMO energy is -8.4 eV. The LUMO energy is 0.95 eV.

***

Energy above the most stable structure, in kcal/mol: w 47.4; x 22.5; y 0.0; z 27.1

***

w | Entry from the OMol25 dataset: a 2-piece molecular cluster, C5H14N2O overall (the ωB97M-V functional and the def2-TZVPD basis).

Each line ends with the Löwdin charge.
Atoms and positions in Å:
H: 2.05975 1.22173 -1.02243  0.09
N: 1.43119 2.48378 0.76760  -0.01
O: -0.24292 -0.99856 -3.58395  -0.09
H: -0.83362 -0.53659 2.21340  0.06
H: 0.91254 2.92148 0.03976  0.05
H: -1.28300 -2.11446 1.66851  0.13
H: 0.19945 -0.18315 -3.60032  -0.02
H: -2.04967 -1.03286 -0.47580  0.07
H: 2.32492 -0.39936 -1.14801  0.07
C: -2.21221 -0.54396 0.52660  -0.07
H: 0.06371 1.30083 1.91429  0.06
C: 0.69802 1.27740 1.12413  -0.12
C: 0.95320 0.21714 0.27942  -0.29
H: -3.18035 -0.70231 0.81730  0.02
H: 0.08457 -1.78258 -0.42130  0.13
H: 1.04116 -1.78171 0.95900  0.07
H: -0.24361 -1.09091 -2.55139  0.05
C: 0.35234 -1.17174 0.51682  -0.18
N: 1.60033 0.26778 -1.02925  0.08
C: -0.92501 -1.07302 1.31927  -0.25
H: 1.34995 3.22312 1.47660  0.08
H: -2.10074 0.49793 0.20976  0.06

Its spin multiplicity is 1. The SMILES is CCC/C(N)=C/N.O. Its total charge is 0. Its HOMO energy is -8.3 eV. The LUMO energy is 0.84 eV.

***

x | Entry from the OMol25 dataset: a single C5H14N2O molecule (the ωB97M-V functional and the def2-TZVPD basis).

Each line ends with the Löwdin charge.
Atoms and positions in Å:
H: -0.36622 1.46633 -2.73897  0.11
H: -2.13798 -0.67675 1.54524  0.14
H: 1.13127 -1.51625 -1.04480  0.05
O: -0.44963 -1.46543 2.25321  -0.06
H: 0.34236 1.02187 2.43838  0.09
C: -0.67212 0.89790 2.09073  -0.07
C: -0.55454 -0.42090 -0.00662  -0.31
N: -0.37435 0.83151 -0.75514  -0.06
H: -1.07621 -2.19050 2.30878  0.09
C: 0.82317 -1.18108 -0.07478  -0.06
H: 1.50353 -0.39946 0.26944  0.08
H: -1.26525 1.02751 3.00710  0.08
H: -0.22548 -0.28167 -2.50544  0.12
H: 0.88698 -2.06873 0.52708  0.06
H: 0.21858 1.46570 -0.22759  0.10
H: 1.94815 0.00195 -2.79661  0.06
H: -0.93581 1.80793 1.54766  0.08
H: 1.96957 1.64053 -2.49846  0.06
H: -1.34807 -1.00057 -0.50435  0.13
C: -1.06953 -0.40130 1.52261  -0.37
C: 0.09405 0.68685 -2.10256  -0.31
N: 1.55754 0.75455 -2.25492  0.00

Its spin multiplicity is 1. The SMILES is C[C@H](O)[C@H](C)NCN. Its total charge is 0. Its HOMO energy is -8.5 eV. The LUMO energy is 0.89 eV.

***

y | Entry from the OMol25 dataset: a 2-piece molecular cluster, C5H14N2O overall (the ωB97M-V functional and the def2-TZVPD basis).

Each line ends with the Löwdin charge.
Atoms and positions in Å:
H: 3.90867 -0.01949 -0.27815  0.06
C: 3.01446 -0.34883 -0.83909  -0.23
H: 0.23014 1.61711 -2.18062  0.08
C: -1.17633 -0.73036 0.05115  -0.41
H: 3.03807 0.22811 -1.78770  0.08
C: 0.10850 1.37254 -1.13294  -0.10
H: 0.27522 0.47889 2.79287  0.09
H: -2.05994 0.65575 1.32298  0.12
H: 3.08019 -1.43528 -0.99798  0.07
C: -1.21495 -0.04083 1.45819  -0.22
N: -2.41965 -1.27308 -0.22226  0.21
H: -0.18846 2.34495 -0.71629  0.08
N: 0.00694 0.58266 1.82585  0.06
H: -2.03062 0.77017 -1.23257  0.11
O: 1.93163 -0.10692 0.01313  -0.34
H: -2.36289 -2.27363 -0.43409  0.08
C: -1.02526 0.37739 -1.04824  -0.19
H: -0.89072 -0.29667 -1.95727  0.13
H: -1.53095 -0.76771 2.23083  0.12
H: 0.99365 1.05783 -0.46688  0.05
H: -0.36798 -1.46040 -0.02293  0.14
H: 0.81549 0.33424 1.23918  0.03

Its spin multiplicity is 1. Its total charge is 0. Its HOMO energy is -7.5 eV. The LUMO energy is -3.73 eV.

***

z | Entry from the OMol25 dataset: a single C5H14N2O molecule (the ωB97M-V functional and the def2-TZVPD basis).

Each line ends with the Löwdin charge.
Atoms and positions in Å:
H: -0.49983 -1.52309 0.74002  0.10
H: 1.02776 -1.78626 -3.15978  0.06
H: -1.80888 -0.29783 1.11271  0.12
H: 0.74518 -1.86304 -0.92971  0.10
C: 0.24820 0.37837 1.33162  -0.38
H: 2.35436 0.69014 1.15442  0.08
N: 0.05336 -1.83934 -2.88631  -0.02
C: -0.82159 -0.46532 0.63242  -0.16
H: -1.88250 -0.35233 -1.15126  0.10
H: -1.28765 1.70398 1.84093  0.10
N: 1.52530 0.46673 0.62892  0.05
H: -0.84071 -2.59907 -1.24652  0.12
C: -0.19527 -1.71382 -1.46304  -0.31
H: 0.15353 1.93827 2.94841  0.11
O: 0.06558 2.88388 1.08687  -0.08
H: 1.40539 1.08427 -0.16355  0.06
C: -0.82353 -0.42165 -0.93183  -0.19
H: 0.44710 -0.17353 2.27244  0.13
H: -0.27401 0.47951 -1.19588  0.10
H: 1.01588 2.82193 0.94819  0.06
C: -0.21284 1.76513 1.93606  -0.20
H: -0.39482 -1.17693 -3.50512  0.06

Its spin multiplicity is 1. The SMILES is NCCC[C@@H](N)CO. Its total charge is 0. Its HOMO energy is -8.9 eV. The LUMO energy is 0.80 eV.

***

Energy above the most stable structure, in kcal/mol: w 12.7; x 2.1; y 154.8; z 0.0

***

w | Entry from the OMol25 dataset: a single C5H14N2O molecule (the ωB97M-V functional and the def2-TZVPD basis).

Each line ends with the Löwdin charge.
Atoms and positions in Å:
H: -1.94284 -0.50976 0.12438  0.06
H: 1.91699 -1.15099 0.10068  0.13
N: 0.82629 -1.93635 -1.41996  0.03
C: -1.58618 -1.49615 0.40045  -0.10
N: 0.92650 1.32989 0.47358  -0.05
H: 0.01711 -0.96405 1.71273  0.11
H: 1.38696 -1.56451 -2.17406  0.06
H: 1.87258 1.68030 0.46257  0.12
C: 0.89148 -1.03209 -0.23001  -0.39
H: -0.99205 1.82904 0.89147  0.12
H: 1.21774 0.73861 -1.51715  0.12
H: 0.19124 2.86302 1.62383  0.12
C: 0.65061 0.41098 -0.64465  -0.19
C: -0.12401 -1.53537 0.77775  -0.24
H: -0.39271 0.55163 -0.91159  0.11
H: -1.85159 -2.21597 -0.37303  0.07
H: -0.13431 -2.07946 -1.69878  0.05
O: -0.14334 3.19988 -0.42232  -0.05
C: -0.03250 2.32939 0.70411  -0.33
H: 0.22070 -2.50284 1.13024  0.11
H: -0.73898 3.93075 -0.23862  0.08
H: -2.17970 -1.87596 1.22839  0.07

Its spin multiplicity is 1. The SMILES is CC[C@@H](N)CNCO. Its total charge is 0. Its HOMO energy is -8.8 eV. The LUMO energy is 0.89 eV.

***

x | Entry from the OMol25 dataset: a 2-piece molecular cluster, C5H14N2O overall (the ωB97M-V functional and the def2-TZVPD basis).

Each line ends with the Löwdin charge.
Atoms and positions in Å:
C: 2.38814 -0.70471 0.62193  -0.13
H: -1.68207 2.73624 1.86429  0.07
N: -1.66050 0.02066 1.18744  -0.03
H: -0.59679 2.49638 0.48812  0.07
H: -3.33851 1.17095 0.80068  0.10
H: 2.17964 -2.64228 -1.57873  0.09
N: 1.02828 -0.72502 0.15881  0.00
H: -0.65016 0.02695 1.05255  0.02
C: -2.28449 1.15022 0.51357  -0.34
C: -1.64144 2.50670 0.79990  -0.11
C: 0.72717 -1.20511 -0.97377  -0.48
H: -1.11304 -0.94069 -0.60106  0.07
O: -0.55523 -1.23618 -1.34542  0.07
H: 1.10766 -2.07287 -2.87813  0.08
H: 2.39970 -0.20273 1.58873  0.07
H: -2.24165 0.96167 -0.56360  0.09
C: 1.66779 -1.77657 -1.99703  0.00
H: 2.78167 -1.71779 0.74690  0.08
H: 2.41999 -1.03722 -2.26851  0.08
H: 3.05162 -0.16773 -0.06403  0.08
H: -2.15996 3.29163 0.25730  0.06
H: -1.82783 0.06751 2.19004  0.07

Its spin multiplicity is 1. The SMILES is C/N=C(\C)O.CCN. Its total charge is 0. Its HOMO energy is -9.2 eV. The LUMO energy is 0.98 eV.

***

y | Entry from the OMol25 dataset: a 2-piece molecular cluster, C5H14N2O overall (the ωB97M-V functional and the def2-TZVPD basis).

Each line ends with the Löwdin charge.
Atoms and positions in Å:
C: 1.50662 -1.71346 -0.21207  -0.14
H: 1.08717 -1.95966 -1.19076  0.07
H: 1.45904 -0.48357 -2.59487  0.05
H: 2.50336 1.41175 -0.68873  0.11
H: -1.63392 0.97979 -0.24898  0.10
H: 2.79116 -0.42638 0.59081  0.09
H: 0.63668 -1.50755 0.42934  0.07
O: -3.01676 -0.56691 -0.11700  -0.07
H: 2.44683 0.77102 -2.84583  0.06
H: 1.96343 -2.62537 0.17034  0.07
H: -3.18584 0.60516 2.37648  0.10
H: 0.91317 0.79060 -0.39710  0.08
N: 2.47955 -0.62988 -0.35246  -0.12
C: -2.29955 0.67768 1.75450  -0.16
C: -2.55616 0.73489 0.28336  -0.26
H: -2.91589 -0.63703 -1.05909  0.07
N: 1.61201 0.48751 -2.34734  0.01
H: -1.01446 0.62330 3.37335  0.05
H: -0.21151 0.72340 1.66862  0.04
H: -3.33180 1.45922 0.03116  0.11
C: 1.85602 0.56570 -0.92313  -0.35
C: -1.08916 0.71980 2.29940  0.02

Its spin multiplicity is 1. The SMILES is C=CCO.CNCN. Its total charge is 0. Its HOMO energy is -9.3 eV. The LUMO energy is 0.94 eV.

***

z | Entry from the OMol25 dataset: a 2-piece molecular cluster, C5H14N2O overall (the ωB97M-V functional and the def2-TZVPD basis).

Each line ends with the Löwdin charge.
Atoms and positions in Å:
C: 1.79299 -2.83959 -0.90817  -0.04
H: 0.13191 3.24959 1.98107  0.09
C: -0.38969 2.73616 1.16418  -0.28
H: 2.21640 -2.57184 -1.86810  0.09
H: 0.03720 -0.97912 0.02860  0.11
N: -1.70306 -1.91101 -0.52468  0.17
C: -0.09468 1.23447 1.27018  -0.46
H: 2.18457 -3.80095 -0.57479  0.08
H: 2.02452 -2.16112 -0.09111  0.09
H: -1.45424 2.95242 1.30340  0.09
C: -0.40090 -1.96680 -0.38595  -0.17
H: -2.13375 -1.04881 -0.20997  0.11
H: -2.32084 -2.69705 -0.64855  0.12
H: -0.52959 0.91534 2.24144  0.09
N: 0.32608 -2.95454 -0.88296  -0.01
H: 1.00225 1.14339 1.41294  0.09
O: -0.57611 0.50582 0.21034  -0.35
H: 0.99699 3.07588 -0.50124  0.06
H: -0.72847 2.90585 -0.93499  0.06
C: -0.02294 3.31249 -0.20849  -0.14
H: -0.12023 -3.48444 -1.61492  0.14
H: -0.23840 4.38386 -0.25824  0.06

Its spin multiplicity is 1. Its total charge is 0. Its HOMO energy is -6.9 eV. The LUMO energy is 0.40 eV.

***

Energy above the most stable structure, in kcal/mol: w 9.3; x 0.0; y 36.2; z 52.2